{"formula": "C32H28N5O3PS3Y", "method": "ωB97M-V/def2-TZVPD", "species": ["Y", "C", "C", "C", "C", "C", "C", "C", "H", "H", "H", "H", "H", "H", "H", "H", "O", "C", "O", "C", "C", "C", "C", "C", "C", "P", "C", "C", "C", "C", "C", "C", "C", "C", "C", "C", "C", "C", "H", "H", "H", "H", "H", "H", "H", "H", "H", "H", "H", "H", "H", "H", "N", "C", "N", "C", "C", "S", "C", "C", "S", "C", "N", "N", "H", "H", "H", "H", "H", "H", "O", "S", "N"], "coordinates": [[0.750, 1.342, 2.555], [-2.704, 2.340, -2.634], [-4.135, 2.299, -2.228], [-4.536, 1.574, -1.086], [-5.847, 1.762, -0.635], [-6.900, 2.442, -1.412], [-6.516, 2.957, -2.640], [-5.174, 2.825, -3.085], [-2.539, 2.932, -3.566], [-2.416, 1.315, -2.784], [-2.129, 2.782, -1.755], [-3.948, 0.948, -0.395], [-6.037, 1.272, 0.324], [-7.962, 2.398, -1.031], [-7.271, 3.456, -3.276], [-4.763, 3.277, -4.059], [-0.056, -0.669, 2.772], [0.439, -1.018, 1.646], [1.253, -0.135, 1.080], [0.077, -2.352, 1.056], [-1.139, -2.967, 1.392], [-1.584, -3.984, 0.522], [-0.746, -4.507, -0.455], [0.602, -4.102, -0.484], [0.955, -2.901, 0.168], [2.687, -2.298, 0.158], [2.734, -1.288, -1.359], [1.535, -0.994, -2.108], [1.561, -0.230, -3.210], [2.797, 0.080, -3.780], [3.946, -0.133, -3.052], [3.908, -0.734, -1.827], [3.628, -3.753, -0.209], [4.025, -4.115, -1.486], [4.811, -5.283, -1.704], [5.554, -5.865, -0.614], [5.209, -5.438, 0.711], [4.183, -4.485, 0.840], [-1.886, -2.605, 2.038], [-2.691, -4.323, 0.564], [-1.066, -5.241, -1.181], [1.360, -4.628, -0.982], [0.547, -1.181, -1.646], [0.613, 0.165, -3.584], [2.872, 0.702, -4.657], [4.828, 0.181, -3.499], [4.793, -0.932, -1.119], [3.687, -3.597, -2.333], [4.941, -5.615, -2.743], [6.317, -6.628, -0.750], [5.812, -5.581, 1.600], [3.786, -4.361, 1.850], [-1.634, 0.831, 5.217], [-1.990, 1.875, 4.428], [-1.255, 2.271, 3.337], [-1.632, 3.456, 2.783], [-2.792, 3.943, 3.439], [-3.402, 2.888, 4.629], [-0.856, 4.011, 1.764], [-1.116, 5.207, 1.038], [-0.122, 5.348, -0.368], [0.684, 3.865, 0.197], [0.144, 3.182, 1.186], [1.839, 3.586, -0.397], [-0.626, 0.616, 5.284], [-2.159, 0.657, 6.103], [-3.333, 4.855, 3.194], [-1.704, 6.029, 1.410], [2.210, 4.123, -1.194], [2.339, 2.726, -0.201], [2.879, 2.268, 2.950], [2.863, 1.797, 4.416], [1.498, 1.358, 4.876]], "forces_ev_per_a": [[0.66, 1.21, 0.69], [0.39, 1.09, 0.51], [-2.17, -0.52, -1.21], [-1.33, 1.35, 0.51], [-1.37, 0.07, -1.03], [1.49, -1.57, 1.70], [0.11, -0.12, -0.64], [1.90, 0.85, 0.70], [-0.03, -0.45, 0.83], [0.70, -0.42, -0.16], [-0.33, -0.52, -1.27], [0.41, 0.60, -0.78], [-0.57, 0.26, -0.35], [1.43, 0.41, -0.55], [0.59, -0.41, 0.29], [-1.16, -0.61, 1.51], [-0.40, -0.91, -0.44], [0.42, 0.56, 0.43], [-1.44, -2.23, -0.27], [-0.69, 1.75, 1.34], [-0.06, -0.79, -2.55], [-1.66, -0.05, 0.22], [1.21, 0.02, 0.28], [-1.57, 1.61, 1.00], [1.00, -1.98, -0.86], [-0.07, 1.26, 0.82], [-1.93, -0.02, -1.23], [0.07, -0.76, 3.13], [-0.04, 0.85, -1.52], [-0.46, 0.96, 0.41], [-0.77, -0.02, -0.60], [1.31, -1.76, 2.64], [1.00, -1.08, -0.67], [0.82, -2.49, 0.32], [0.97, 0.55, 1.11], [-1.67, 1.06, 0.38], [-0.16, 1.05, -2.09], [0.05, -0.55, 1.04], [-0.23, 0.80, 1.08], [2.12, 0.51, 0.10], [-0.20, -0.22, 0.23], [0.67, -0.67, -1.07], [0.71, -0.32, -0.33], [0.39, -0.30, -0.34], [-0.11, -0.18, -0.36], [1.71, 0.55, -0.42], [-0.91, 0.63, -1.62], [-0.53, 0.68, -1.02], [0.20, 0.09, 0.59], [-0.21, 0.19, -0.20], [-0.19, -0.89, -0.14], [0.35, 0.54, -0.11], [-0.30, 0.03, 0.91], [0.63, 0.76, -1.65], [0.01, -1.75, 2.26], [-4.19, 0.38, 3.99], [1.41, 0.50, -2.20], [1.12, -0.48, 0.22], [0.02, 2.72, -4.05], [0.54, -2.18, 2.09], [0.24, -1.12, 1.41], [0.21, 0.70, -1.07], [-0.31, 1.80, -0.12], [1.14, -0.61, -0.99], [-0.71, 0.17, -0.16], [0.66, 0.37, -1.39], [0.10, -0.40, 0.06], [-0.33, -0.11, -0.28], [-0.60, -0.41, 0.85], [-0.19, 0.12, 0.01], [-0.10, -0.50, 0.72], [-1.53, 0.02, 0.10], [1.75, 0.31, -0.71]], "mulliken_charge": [0.989, -0.865, 0.790, -0.472, -0.285, -0.535, -0.280, -0.526, 0.377, 0.278, -0.005, 0.364, 0.324, 0.316, 0.332, 0.197, -0.832, 1.175, -0.357, 0.333, -0.747, -0.427, -0.740, -0.401, 0.383, -0.085, 0.755, -0.404, -0.363, -0.665, -0.570, -0.357, -0.014, -0.112, -0.682, -0.405, -0.606, -0.324, 0.495, 0.270, 0.441, 0.507, 0.206, 0.380, 0.361, 0.537, 0.299, 0.505, 0.375, 0.402, 0.372, 0.317, -0.314, 0.414, -0.070, 0.008, -0.398, -0.137, 0.144, -0.650, -0.174, 0.582, -0.034, -0.350, 0.213, 0.288, 0.366, 0.424, 0.232, 0.107, -0.587, 0.428, -0.513], "e_lumo_ev": -3.24, "homo_lumo_gap_ev": 6.69, "e_above_lowest_kcal_mol": 41.51, "multiplicity": 1, "charge": 1, "e_tot_ev": -90065.4332}